w:
{"formula": "C6H8AlO5", "method": "wB97M-V/def2-TZVPD", "spin_multiplicity": 2, "gap_ev": [9.26, 6.52], "total_charge": 2, "lumo_energy_ev": [-8.8, -11.5], "homo_energy_ha": [-0.6621, -0.6614], "s2": 0.75, "elements": ["Al", "O", "O", "C", "C", "O", "C", "H", "H", "H", "H", "O", "C", "C", "O", "C", "H", "H", "H", "H"], "xyz": [[-2.43, -0.02, 1.51], [-1.07, -0.83, 1.51], [0.79, -1.74, 0.98], [2.13, -1.63, 1.47], [2.32, -0.12, 1.60], [0.98, 0.37, 1.50], [0.12, -0.61, 1.23], [2.20, -2.15, 2.44], [2.80, -2.10, 0.74], [2.91, 0.32, 0.78], [2.72, 0.19, 2.57], [-1.82, 0.75, -0.37], [-2.14, 0.37, -1.74], [-1.18, 1.26, -2.52], [-0.28, 1.74, -1.47], [-0.69, 1.42, -0.30], [-1.95, -0.70, -1.86], [-3.20, 0.60, -1.85], [-1.64, 2.14, -2.98], [-0.56, 0.72, -3.24]]}

---

x:
{"formula": "C6H8AlO5", "method": "wB97M-V/def2-TZVPD", "spin_multiplicity": 2, "gap_ev": [9.19, 5.83], "total_charge": 2, "lumo_energy_ev": [-8.9, -12.3], "homo_energy_ha": [-0.6657, -0.6648], "s2": 0.75, "elements": ["Al", "O", "O", "C", "C", "O", "C", "H", "H", "H", "H", "O", "C", "C", "O", "C", "H", "H", "H", "H"], "xyz": [[1.23, 3.07, 0.05], [0.12, 2.29, 0.82], [-1.60, 1.04, 0.22], [-2.50, 0.30, 1.06], [-1.55, -0.46, 1.98], [-0.35, 0.31, 1.92], [-0.35, 1.11, 0.79], [-3.13, 1.00, 1.61], [-3.11, -0.35, 0.43], [-1.35, -1.48, 1.62], [-1.89, -0.50, 3.02], [1.14, 0.70, -1.26], [1.66, -0.26, -2.23], [1.85, -1.50, -1.35], [1.27, -1.08, -0.07], [0.87, 0.12, -0.16], [0.91, -0.37, -3.01], [2.58, 0.19, -2.61], [2.90, -1.75, -1.16], [1.29, -2.37, -1.68]]}

---

Which of them is the least stable? Correct choice: w.

---

w:
{"formula": "C4H10NO3", "method": "wB97M-V/def2-TZVPD", "spin_multiplicity": 2, "gap_ev": [10.29, 7.26], "lumo_energy_ev": [0.4, -2.5], "homo_energy_ha": [-0.3619, -0.3606], "s2": 0.76, "elements": ["O", "C", "N", "C", "O", "C", "C", "H", "H", "H", "H", "H", "H", "H", "H", "H", "H", "O"], "xyz": [[-1.18, 1.83, -1.45], [-1.19, 0.81, -0.78], [-0.35, 0.75, 0.30], [-0.05, -0.44, 1.16], [0.68, -0.09, 2.20], [-1.95, -0.41, -1.23], [-0.94, -1.31, -2.02], [0.20, 1.57, 0.52], [0.53, -1.07, 0.45], [-0.95, -1.04, 1.33], [-2.36, -0.96, -0.39], [-2.73, 0.03, -1.85], [-1.08, -2.32, -1.65], [0.08, -0.98, -1.80], [-0.89, -1.15, -3.09], [3.55, -1.30, 1.87], [3.42, 0.00, 0.96], [3.93, -0.46, 1.62]]}

---

x:
{"formula": "C4H10NO3", "method": "wB97M-V/def2-TZVPD", "spin_multiplicity": 2, "gap_ev": [10.20, 5.93], "lumo_energy_ev": [0.7, -3.6], "homo_energy_ha": [-0.3489, -0.3488], "s2": 0.75, "elements": ["O", "C", "O", "C", "C", "C", "N", "H", "H", "H", "H", "H", "H", "H", "H", "H", "H", "O"], "xyz": [[-0.75, 2.01, -0.27], [-0.48, 1.49, 0.86], [0.28, 2.03, 1.64], [-1.23, 0.17, 1.26], [-0.39, -1.04, 0.84], [-0.18, -1.00, -0.70], [0.47, -2.26, -1.18], [-2.30, 0.13, 1.05], [-1.22, 0.24, 2.34], [-0.53, -2.01, 1.28], [0.62, -0.90, 1.25], [-1.00, -0.65, -1.31], [0.61, -0.26, -0.86], [0.02, -2.59, -2.02], [0.42, -2.90, -0.40], [1.37, 2.19, -1.79], [2.10, 2.85, -0.56], [2.20, 2.51, -1.44]]}

---

Which of them is the least stable? Correct choice: x.

---

w:
{"formula": "C12H24Cl12", "method": "wB97M-V/def2-TZVPD", "spin_multiplicity": 1, "gap_ev": 10.81, "lumo_energy_ev": 0.2, "homo_energy_ha": -0.3891, "smiles": "ClCCCl.ClCCCl.ClCCCl.ClCCCl.ClCCCl.ClCCCl", "elements": ["Cl", "C", "C", "Cl", "H", "H", "H", "H", "Cl", "C", "C", "Cl", "H", "H", "H", "H", "Cl", "C", "C", "Cl", "H", "H", "H", "H", "Cl", "C", "C", "Cl", "H", "H", "H", "H", "Cl", "C", "C", "Cl", "H", "H", "H", "H", "Cl", "C", "C", "Cl", "H", "H", "H", "H"], "xyz": [[15.81, -0.43, 23.12], [16.79, -1.90, 23.16], [17.30, -2.14, 21.78], [18.57, -3.40, 21.79], [16.12, -2.72, 23.41], [17.58, -1.85, 23.89], [17.77, -1.25, 21.38], [16.54, -2.48, 21.09], [18.06, 2.08, 25.36], [16.88, 3.39, 25.27], [15.79, 3.07, 24.30], [14.53, 2.02, 25.07], [17.35, 4.31, 24.93], [16.48, 3.56, 26.26], [16.15, 2.55, 23.42], [15.22, 3.95, 24.03], [9.59, 1.02, 29.11], [10.43, 2.19, 28.08], [11.50, 1.57, 27.22], [10.89, 0.21, 26.23], [10.97, 2.86, 28.76], [9.72, 2.75, 27.49], [12.26, 1.12, 27.85], [11.89, 2.31, 26.54], [13.99, -1.34, 27.44], [13.99, -2.22, 25.91], [14.64, -3.60, 25.99], [16.41, -3.50, 26.25], [14.46, -1.62, 25.15], [12.95, -2.42, 25.61], [14.46, -4.11, 25.05], [14.24, -4.15, 26.84], [12.69, -1.90, 21.95], [12.21, -0.59, 23.06], [11.75, 0.60, 22.28], [10.09, 0.37, 21.71], [12.96, -0.44, 23.82], [11.34, -0.97, 23.60], [12.40, 0.74, 21.42], [11.77, 1.51, 22.87], [12.73, 5.21, 25.20], [13.08, 5.98, 23.63], [12.62, 5.07, 22.49], [10.87, 4.78, 22.46], [14.12, 6.28, 23.55], [12.49, 6.90, 23.59], [13.15, 4.12, 22.53], [12.82, 5.49, 21.50]]}

---

x:
{"formula": "C12H24Cl12", "method": "wB97M-V/def2-TZVPD", "spin_multiplicity": 1, "gap_ev": 11.05, "lumo_energy_ev": 0.4, "homo_energy_ha": -0.3906, "smiles": "ClCCCl.ClCCCl.ClCCCl.ClCCCl.ClCCCl.ClCCCl", "elements": ["Cl", "C", "C", "Cl", "H", "H", "H", "H", "Cl", "C", "C", "Cl", "H", "H", "H", "H", "Cl", "C", "C", "Cl", "H", "H", "H", "H", "Cl", "C", "C", "Cl", "H", "H", "H", "H", "Cl", "C", "C", "Cl", "H", "H", "H", "H", "Cl", "C", "C", "Cl", "H", "H", "H", "H"], "xyz": [[-11.51, 25.03, -13.24], [-11.90, 23.67, -14.40], [-10.89, 23.63, -15.53], [-11.19, 25.08, -16.61], [-12.88, 23.83, -14.85], [-11.97, 22.79, -13.77], [-11.04, 22.77, -16.18], [-9.86, 23.57, -15.19], [-4.31, 20.19, -16.61], [-2.54, 20.03, -16.60], [-1.81, 21.32, -16.96], [-2.23, 21.92, -18.59], [-2.18, 19.15, -17.13], [-2.37, 19.88, -15.53], [-0.74, 21.14, -16.85], [-2.00, 22.07, -16.19], [-18.13, 20.43, -17.90], [-19.72, 19.65, -18.03], [-20.56, 20.15, -19.23], [-22.21, 19.57, -19.07], [-20.21, 19.66, -17.05], [-19.51, 18.59, -18.18], [-20.13, 19.84, -20.18], [-20.74, 21.22, -19.31], [-8.71, 31.22, -10.06], [-8.72, 30.47, -8.44], [-8.27, 31.40, -7.29], [-6.64, 32.00, -7.58], [-7.95, 29.72, -8.63], [-9.73, 30.07, -8.27], [-8.37, 30.95, -6.31], [-8.80, 32.35, -7.25], [-12.86, 16.54, -12.94], [-12.27, 15.34, -11.77], [-11.03, 15.94, -11.07], [-11.60, 17.48, -10.23], [-12.10, 14.42, -12.33], [-13.11, 15.09, -11.12], [-10.24, 16.25, -11.75], [-10.64, 15.21, -10.35], [-18.73, 28.17, -22.31], [-17.33, 29.17, -21.70], [-16.27, 28.26, -21.01], [-16.90, 27.52, -19.54], [-17.65, 30.00, -21.05], [-16.88, 29.73, -22.51], [-15.35, 28.78, -20.73], [-15.96, 27.48, -21.71]]}

---

Which of them is the least stable? Correct choice: x.